(1)
This record from the OMol25 dataset describes 2 unconnected molecules or ions with the total composition C9H19N2O4S in a non-equilibrium geometry. The level of theory is ωB97M-V/def2-TZVPD.

Computed properties:
ΔE to the lowest compared entry with this formula, charge and spin: 681.2 kJ/mol
LUMO energy: -4.045 eV
Highest occupied orbital energy: -12.89 eV
DFT total energy: -31633.237 eV
Gap between HOMO and LUMO: 8.84 eV
Charge: +1

Each line ends with the natural charge from an NBO analysis.
Element x y z (Å)
C 0.12755 -5.89924 2.69981  -0.6715
C -0.68089 -4.96448 1.62266  -0.0948
O -0.15224 -3.60015 1.45888  -0.5485
C 1.22593 -3.59146 0.94311  -0.1185
C 1.71215 -2.00343 0.74645  0.4722
N 3.24521 -1.82924 0.71333  -0.5511
C 3.42971 -0.33018 0.57266  -0.0544
C 1.92087 0.35349 0.50948  -0.0377
N 0.86701 -0.74561 0.60295  -0.5291
H -0.25767 -7.00751 2.78126  0.2551
H 1.28893 -5.98219 2.44567  0.2021
H 0.06212 -5.36192 3.74362  0.2293
H -1.78438 -4.83694 2.06016  0.2230
H -0.83895 -5.53874 0.58789  0.1918
H 1.38331 -4.21240 -0.04715  0.2341
H 1.97202 -4.02626 1.76557  0.2207
H 3.99580 -2.55622 0.77419  0.4795
H 4.44245 0.26803 0.50802  0.2942
H 1.64967 1.48893 0.42064  0.3082
H -0.17647 -0.70508 0.58125  0.4930
O 0.11768 2.79362 -1.41064  -0.9679
S -0.56250 3.77967 -2.22423  2.3514
O -0.14528 5.16339 -2.26454  -0.9035
O -2.15968 3.72148 -1.90121  -0.7074
C -2.58815 3.89829 -0.55746  -0.0768
C -2.48235 5.34953 -0.12609  -0.6435
C -0.64357 3.17957 -3.89265  -0.8768
H -2.02771 3.24178 0.11679  0.1790
H -3.63782 3.58861 -0.51082  0.2021
H -1.43912 5.67652 -0.09251  0.2254
H -2.90965 5.49141 0.87039  0.2216
H -3.00270 6.00183 -0.83455  0.2254
H -0.99516 2.14623 -3.88298  0.2489
H 0.36203 3.23086 -4.31403  0.2591
H -1.31814 3.81781 -4.46593  0.2655

=====

(2)
This record from the OMol25 dataset describes a molecular structure, C40H82B3Br30FO4 in a non-equilibrium geometry. The level of theory is ωB97M-V/def2-TZVPD.

Computed properties:
LUMO energy: 0.189 eV
Highest occupied orbital energy: -8.70 eV
DFT total energy: -2157029.151 eV
Gap between HOMO and LUMO: 8.88 eV
Charge: 0

Each line ends with the Mulliken charge.
Element x y z (Å)
C -8.19914 -4.42451 2.25992  0.0979
C -8.35751 -5.61617 1.32485  -0.5964
C -9.30853 -5.42076 0.14606  -0.9654
C -9.01822 -4.24308 -0.78932  -0.6955
C -9.46797 -2.85537 -0.28463  -0.6372
C -8.33909 -1.79518 -0.36104  0.0173
C -8.29250 -0.86786 0.88731  0.1546
B -6.80210 -0.50168 1.15973  -0.8326
O -6.19169 0.54816 0.46591  -0.9088
B -5.06981 -0.00185 -0.14030  0.7753
O -4.79812 0.22706 -1.45669  -0.5605
O -4.20139 -0.84978 0.63421  0.6027
B -4.92082 -1.70758 1.43478  -1.0539
C -4.50904 -3.21882 1.64388  1.6793
F -3.12653 -3.30257 1.86014  -0.4029
C -4.92906 -4.13661 0.50824  0.7574
C -4.25988 -3.81930 -0.82651  -1.4936
O -6.01746 -1.16782 2.09510  1.4449
H -9.12664 -4.12258 2.73635  0.4176
H -7.77833 -3.58560 1.70375  -0.5432
H -7.47418 -4.64854 3.04384  0.1679
H -7.38297 -5.97771 0.99966  0.2577
H -8.77900 -6.42758 1.92423  0.4208
H -10.34933 -5.41412 0.47114  0.3240
H -9.21187 -6.32290 -0.46374  0.3764
H -9.58223 -4.43197 -1.70379  0.3902
H -7.96990 -4.26425 -1.09074  0.3038
H -9.85683 -2.88930 0.72856  0.0503
H -10.26784 -2.49096 -0.92679  0.6265
H -8.44998 -1.19846 -1.26115  0.6548
H -7.37868 -2.32225 -0.38921  -0.4304
H -8.74500 -1.34618 1.75273  -0.5511
H -8.81811 0.06958 0.70084  0.4189
H -4.69215 -0.60238 -1.92985  0.2896
H -5.01588 -3.54644 2.55159  -1.2400
H -6.00999 -4.07199 0.40942  -0.9721
H -4.62951 -5.14654 0.79218  0.6892
H -4.49824 -4.60333 -1.54373  0.4933
H -4.64564 -2.88467 -1.23235  0.1124
H -3.17788 -3.78297 -0.74454  0.3827
Br -10.74940 -1.96092 3.60012  -0.1680
C -9.22791 -1.91311 4.80611  -0.0651
C -9.24222 -0.73123 5.72548  0.1041
Br -8.70752 0.88323 4.77956  -0.1618
H -8.33947 -1.92872 4.17841  -0.5550
H -9.29045 -2.84094 5.36998  0.6152
H -8.50341 -0.86124 6.51530  -0.1802
H -10.21421 -0.53712 6.16660  0.3698
Br -2.69534 1.14534 0.32864  -0.1997
C -0.89976 0.52465 -0.09054  -0.7198
C 0.15493 1.46373 0.41953  -0.3661
Br 0.31375 3.05079 -0.70028  -0.1511
H -0.85762 0.38717 -1.16606  0.4781
H -0.81350 -0.44337 0.40079  0.4342
H 1.13266 0.98787 0.37040  0.1498
H -0.04023 1.80967 1.42922  0.2947
Br 5.69680 1.37079 -0.39551  -0.2430
C 4.95378 0.62923 -2.08075  -1.5877
C 3.44713 0.75203 -2.21172  0.1640
Br 2.53044 -0.52740 -1.06136  -0.1844
H 5.24388 -0.41452 -2.07944  0.6258
H 5.47375 1.14056 -2.87947  0.7169
H 3.14352 0.49526 -3.22628  -0.0244
H 3.04478 1.71556 -1.95568  0.2247
Br 4.83114 3.34807 -2.15647  0.1801
C 4.60358 5.28386 -2.30964  -0.8357
C 3.67633 5.65344 -3.44169  -0.7572
Br 4.60205 5.47479 -5.16186  -0.1492
H 5.59502 5.70940 -2.41908  0.3849
H 4.17763 5.59610 -1.35810  0.3879
H 3.38258 6.69555 -3.36578  0.5426
H 2.79456 5.02243 -3.45451  0.3246
Br 7.99891 0.14461 -2.03851  -0.0778
C 9.21405 -1.13086 -2.88455  -0.2275
C 10.13720 -0.47002 -3.87245  -0.2562
Br 9.22879 -0.03685 -5.54397  -0.1878
H 8.59463 -1.90037 -3.33341  0.4785
H 9.79101 -1.56130 -2.06840  0.0364
H 10.94069 -1.14813 -4.15238  0.1364
H 10.56068 0.45572 -3.49927  0.2026
Br 9.79981 -4.48016 -1.13659  -0.1520
C 11.54895 -5.08243 -1.73868  -0.5685
C 12.63528 -4.11976 -1.34526  -0.6314
Br 12.64711 -2.53798 -2.47608  -0.0595
H 11.48129 -5.22305 -2.81216  0.3550
H 11.70141 -6.04467 -1.25534  0.3622
H 13.61317 -4.57504 -1.48468  0.3742
H 12.54111 -3.77262 -0.32106  0.3623
Br -6.01332 3.85154 9.97177  -0.1565
C -5.86189 3.39046 8.08819  -0.5641
C -6.96159 2.46223 7.65023  -0.1233
Br -6.64368 0.64276 8.26247  -0.1146
H -4.87297 2.96605 7.94599  0.1419
H -5.93217 4.33605 7.55460  0.4003
H -6.99675 2.39447 6.56561  -0.0461
H -7.93702 2.75395 8.02448  0.4332
Br -4.71855 -4.67021 4.81690  -0.1410
C -5.13707 -2.80869 5.21768  0.3778
C -5.16464 -2.54850 6.69890  -0.2729
Br -6.79772 -3.21864 7.51954  -0.1498
H -6.07929 -2.58334 4.72767  -0.6691
H -4.34110 -2.23299 4.74885  0.3256
H -5.16485 -1.47874 6.89977  0.0807
H -4.33588 -3.01415 7.22084  0.5202
Br 2.46679 0.73731 -6.29772  -0.1294
C 2.09143 -1.09337 -6.84268  -0.5765
C 1.30820 -1.83302 -5.79157  -0.5871
Br 2.43833 -2.35105 -4.29793  -0.1240
H 3.04640 -1.55961 -7.05987  0.3635
H 1.51230 -1.00777 -7.75931  0.3342
H 0.91384 -2.76402 -6.19236  0.3519
H 0.49530 -1.24308 -5.38149  0.3603
Br -5.28620 1.93404 3.11575  0.0194
C -4.61894 3.61581 3.82008  -0.6310
C -3.19176 3.49245 4.27711  -0.3454
Br -3.07166 2.56359 5.98462  -0.1381
H -5.29205 3.91736 4.61662  0.2606
H -4.69553 4.32236 2.99654  0.3930
H -2.75990 4.47493 4.45342  0.4038
H -2.57345 2.94461 3.57315  0.1092
Br 13.45338 1.25715 -3.86978  -0.0962
C 13.91379 0.98734 -5.74333  -0.0262
C 13.23625 -0.23609 -6.28852  -0.2050
Br 14.09471 -1.87279 -5.67331  -0.1471
H 14.99607 0.93941 -5.79899  0.3900
H 13.56624 1.87635 -6.26476  -0.2249
H 13.30494 -0.26406 -7.37344  0.4010
H 12.19371 -0.30024 -5.99194  -0.1012
Br -11.33817 -2.54105 8.58292  -0.1404
C -10.47290 -0.89402 9.15102  -0.4928
C -9.06910 -1.14278 9.62912  0.2000
Br -9.04027 -1.92497 11.40877  -0.1309
H -11.10558 -0.44868 9.91129  0.4997
H -10.46528 -0.25757 8.26943  0.2016
H -8.52757 -0.20254 9.72060  0.0484
H -8.51914 -1.82063 8.98386  -0.2367
Br 14.22819 5.31116 -5.24934  -0.1417
C 12.47585 5.72418 -5.98273  -0.5323
C 11.74913 4.47915 -6.41724  -0.4912
Br 12.44230 3.79054 -8.10201  -0.1503
H 12.63096 6.42957 -6.79199  0.3849
H 11.93426 6.21224 -5.17578  0.3542
H 10.70073 4.69611 -6.60746  0.3763
H 11.82645 3.67447 -5.69177  0.1923
Br -0.59662 5.63381 -8.19270  -0.1386
C 0.15445 7.26110 -7.43992  -0.5907
C 1.60455 7.08528 -7.07498  -0.6310
Br 1.83396 6.06782 -5.43774  0.0330
H -0.46192 7.52824 -6.58880  0.3570
H 0.04575 8.01378 -8.21796  0.3600
H 2.06425 8.05056 -6.87320  0.3538
H 2.17129 6.56892 -7.84404  0.3852
Br 10.29709 2.06855 -1.01375  -0.1415
C 10.92581 1.31071 0.66308  -0.6035
C 12.42494 1.38247 0.72373  -0.5970
Br 13.19958 0.00227 -0.40801  -0.1019
H 10.54773 0.29458 0.72601  0.3534
H 10.46852 1.91289 1.44481  0.3778
H 12.79707 1.18175 1.72622  0.3772
H 12.80541 2.33979 0.38404  0.3504

=====

(3)
This record from the OMol25 dataset describes 5 unconnected molecules or ions with the total composition C38H82N4O5 in a non-equilibrium geometry. The level of theory is ωB97M-V/def2-TZVPD.

Computed properties:
ΔE to the lowest compared entry with this formula, charge and spin: 104.0 kJ/mol
LUMO energy: 0.602 eV
Highest occupied orbital energy: -7.94 eV
DFT total energy: -56926.894 eV
Gap between HOMO and LUMO: 8.54 eV
Structure (SMILES): CC1(C)CCCC(C)(C)N1O.CC1(C)CCCC(C)(C)N1O.CC1(C)CCCC(C)(C)N1O.CC1(C)CCCC(C)(C)N1O.CCO
Charge: 0

Each line ends with the Mulliken charge.
Element x y z (Å)
C -0.15281 1.27835 4.50051  -1.7780
C -0.93240 2.53566 4.92027  1.7569
C -1.35693 2.40706 6.38243  -1.7637
C 0.12112 3.68303 4.65941  -1.2652
C -0.41648 5.09516 4.59287  -0.8030
C -1.56911 5.08912 3.58488  -1.0467
C -2.74091 4.12298 3.86709  1.1779
C -3.57454 4.73756 5.04476  -1.6233
C -3.67356 4.07641 2.62570  -1.7395
N -2.11969 2.79208 4.01916  1.0505
O -2.95292 1.67142 3.72514  -0.6942
H -0.04789 1.38903 3.42123  -0.1105
H 0.84706 1.16941 4.92063  0.3795
H -0.63853 0.30381 4.55010  0.5497
H -1.97617 1.51315 6.45702  0.4213
H -0.50283 2.24448 7.03983  0.3960
H -1.88444 3.26472 6.79986  0.2757
H 0.86755 3.66479 5.45352  0.4778
H 0.62064 3.44342 3.72070  0.4686
H -0.88530 5.45403 5.50912  0.3761
H 0.30715 5.84373 4.27019  0.4461
H -1.15609 4.71707 2.64728  0.0842
H -1.79350 6.12999 3.35175  0.4640
H -4.02379 5.68835 4.75792  0.3921
H -2.93074 4.82655 5.91980  0.2803
H -4.37408 4.10195 5.42533  0.3673
H -3.25286 3.78987 1.66185  0.2442
H -4.11696 5.05451 2.43907  0.4490
H -4.55188 3.43713 2.71503  0.3953
H -3.53738 1.54713 4.47650  0.3344
C 3.30571 0.24675 -3.65035  -1.8776
C 2.83178 1.67758 -4.03211  1.6954
C 2.84364 2.46680 -2.71906  -1.6255
C 3.82017 2.21949 -5.06568  -1.3979
C 3.50044 3.51858 -5.77300  -0.7483
C 2.17268 3.36414 -6.46640  -1.1722
C 1.03874 2.84523 -5.52506  1.8192
C 0.41175 3.98490 -4.70803  -1.9743
C -0.07164 2.24657 -6.45429  -2.0504
N 1.50043 1.69977 -4.69889  0.0483
O 0.50714 1.23229 -3.82640  0.2095
H 2.89176 -0.08351 -2.69763  0.3501
H 2.91791 -0.54927 -4.28599  0.3703
H 4.36959 0.15655 -3.43095  0.4064
H 2.37273 3.44093 -2.85097  0.3780
H 2.22769 2.00049 -1.95012  0.2317
H 3.85229 2.64402 -2.34582  0.3984
H 4.79182 2.36137 -4.59253  0.4580
H 3.90219 1.41320 -5.79456  0.4189
H 3.52229 4.27027 -4.98397  0.3235
H 4.23821 3.73328 -6.54611  0.4085
H 2.23176 2.89907 -7.45044  0.4215
H 1.92729 4.42292 -6.54932  0.3410
H -0.24902 3.69778 -3.89007  0.2303
H -0.14273 4.62311 -5.39603  0.5453
H 1.17402 4.62482 -4.26356  0.4615
H -1.07516 2.16623 -6.03645  0.3620
H 0.20651 1.24196 -6.77286  0.4176
H -0.17090 2.83061 -7.36925  0.5148
H 0.28121 0.39513 -4.23835  0.0069
C 3.79464 -3.49477 5.43724  -1.8082
C 2.89070 -4.55835 4.84197  1.4712
C 3.71879 -5.85407 4.78457  -1.8522
C 1.74753 -4.81044 5.92146  -1.2332
C 0.59891 -3.84197 5.75010  -0.6042
C 0.09972 -3.90834 4.30525  -1.3104
C 1.17258 -3.46972 3.19984  2.0464
C 0.64378 -3.87649 1.86830  -2.6887
C 1.35600 -1.93854 3.31662  -1.6203
N 2.41208 -4.20129 3.48978  0.4495
O 3.43041 -3.90997 2.61890  -0.4924
H 4.40633 -3.76148 6.29910  0.4422
H 4.55288 -3.15198 4.73320  0.3742
H 3.24443 -2.59677 5.71823  0.3484
H 4.19546 -6.13321 5.72424  0.3732
H 3.02943 -6.67416 4.58374  0.4404
H 4.42036 -5.85799 3.95039  0.3603
H 1.43850 -5.85564 5.93452  0.3935
H 2.19209 -4.66784 6.90641  0.4165
H -0.15404 -4.15254 6.47448  0.3770
H 0.89692 -2.81811 5.97593  0.3063
H -0.73700 -3.21082 4.26672  0.4796
H -0.29099 -4.90061 4.07978  0.4501
H -0.38579 -3.67080 1.57543  0.3912
H 0.66063 -4.94912 1.67521  0.5120
H 1.24954 -3.48607 1.05055  0.5019
H 0.48431 -1.36001 3.01070  0.3260
H 2.15776 -1.54065 2.69457  0.5389
H 1.50208 -1.58991 4.33898  0.2310
H 3.49191 -4.65057 2.01117  0.3533
C -1.27642 -1.72426 -2.00806  -1.3813
C -1.22505 -2.79617 -3.15716  1.6454
C 0.05172 -3.66545 -2.91607  -1.9716
C -2.39776 -3.81627 -3.00889  -1.2132
C -3.76324 -3.36166 -3.53614  -0.7153
C -3.55438 -2.87215 -4.96032  -1.4534
C -2.42842 -1.83845 -5.16029  2.2365
C -2.24278 -1.75611 -6.67830  -1.9507
C -3.00455 -0.49335 -4.55993  -1.7068
N -1.18191 -2.33399 -4.56350  0.0018
O -0.03809 -1.61824 -4.96262  -0.2034
H -1.51884 -2.17901 -1.04757  0.4038
H -2.06031 -1.01398 -2.27096  0.3257
H -0.41389 -1.05789 -2.01787  0.0608
H 0.00034 -4.21152 -1.97412  0.3361
H 0.96801 -3.07550 -2.89463  0.2569
H 0.24573 -4.40238 -3.69542  0.5257
H -2.09530 -4.66774 -3.61850  0.3813
H -2.51805 -4.05500 -1.95218  0.4866
H -4.30987 -2.64835 -2.91930  0.3544
H -4.43702 -4.21807 -3.56214  0.4019
H -4.52391 -2.39856 -5.11465  0.3156
H -3.41810 -3.66366 -5.69721  0.4979
H -1.93646 -0.77797 -7.04914  0.2133
H -1.52142 -2.49923 -7.01819  0.5005
H -3.06604 -2.02413 -7.34048  0.3877
H -3.40273 -0.57819 -3.54881  0.3452
H -2.13061 0.15349 -4.48287  0.1207
H -3.70514 0.04236 -5.20047  0.4717
H 0.08259 -2.03717 -5.81792  0.3042
C -0.40797 2.29570 0.42369  -0.3506
C -0.57181 0.81069 0.77532  1.0310
O -1.86824 0.59973 1.46362  -0.6380
H 0.54645 2.53333 -0.04612  0.1978
H -0.44426 2.93485 1.30588  -0.3205
H -1.14553 2.59145 -0.32239  0.3614
H 0.31096 0.54189 1.35544  -0.0829
H -0.63083 0.26369 -0.16565  -0.4257
H -1.91885 1.04648 2.31182  0.3421

=====

Q: Look up the DFT total energy of the third one.
A: -56926.894 eV

=====

Q: Among the records above, which one has the lowest DFT total energy?
A: C40H82B3Br30FO4

=====

Q: Which formula does entry 3 have?
A: C38H82N4O5

=====

Q: What is the formula in the second record?
A: C40H82B3Br30FO4